No. 1
Computed, not measured: C35H43N10O2S3SiZr as an isolated structure, with ωB97M-V/def2-TZVPD.

Geometry as ORCA input:
```
! wB97M-V def2-TZVPD RIJCOSX def2/J DEFGRID3
* xyz 1 1
Zr -0.3745 0.1746 0.1212
N 1.8724 -2.0939 3.1459
C 1.4378 -1.6839 1.9654
S 0.1039 -2.4135 1.2203
N 2.1017 -0.6099 1.3946
N 1.5817 -0.3211 0.1218
C 2.5486 -0.0878 -0.9317
C 1.8456 -0.4811 -2.1937
C 2.5480 -0.7563 -3.3607
C 1.8549 -1.0821 -4.5067
C 0.4684 -1.1157 -4.4559
C -0.1577 -0.8292 -3.2629
N 0.5029 -0.5269 -2.1343
H 1.3235 -2.7647 3.6561
H 2.6401 -1.6315 3.6051
H 3.4286 -0.7220 -0.7719
H 3.6274 -0.7017 -3.3567
H 2.3840 -1.3013 -5.4247
H -0.1256 -1.3463 -5.3285
H -1.2349 -0.8133 -3.2005
C -4.7658 1.8485 2.3267
N -3.4252 2.2199 2.7429
C -3.0352 3.4385 3.2672
C -1.6968 3.3952 3.4232
N -1.2828 2.1477 2.9901
C -2.3469 1.4376 2.5738
S -2.3308 -0.1599 1.9943
C 0.0436 1.6198 3.1360
C 0.6036 1.7318 4.3623
C 1.9489 1.2423 4.5266
C 2.6149 0.7356 3.4864
C 2.0056 0.7119 2.1216
N 0.5894 1.1009 2.0120
H -5.4009 2.7281 2.3913
H -5.1621 1.0635 2.9674
H -4.7217 1.4911 1.2990
H -3.7421 4.2207 3.4779
H -0.9979 4.1201 3.7982
H 0.0486 2.1581 5.1829
H 2.4262 1.3180 5.4957
H 3.6589 0.4511 3.5562
H 2.6101 1.3479 1.4701
N -2.5351 3.2630 -0.0200
C -2.2944 3.3115 -1.4561
C -1.1832 2.3906 -1.9176
O -0.9932 2.1725 -3.0859
O -0.4301 1.8869 -0.9370
H -3.3140 3.8696 0.2085
H -1.7309 3.6292 0.4787
H -2.0299 4.3067 -1.8335
H -3.1925 2.9970 -1.9887
C -5.5861 -0.2020 -2.1490
N -4.9721 -1.5215 -2.1880
C -5.4849 -2.3794 -3.2565
C -3.7427 -1.7349 -1.6603
S -2.7909 -0.3847 -1.2704
N -3.3712 -3.0144 -1.4934
C -4.3504 -4.0646 -1.2170
C -2.0077 -3.3860 -1.1527
H -6.6511 -0.3272 -2.3391
H -5.1597 0.4605 -2.9068
H -5.4486 0.2501 -1.1712
H -5.6550 -1.7640 -4.1414
H -6.4262 -2.8530 -2.9751
H -4.7591 -3.1461 -3.5101
H -5.3369 -3.6344 -1.0741
H -4.0539 -4.5674 -0.2956
H -4.3879 -4.8038 -2.0180
H -1.2960 -2.6932 -1.5880
H -1.8158 -4.3837 -1.5468
H -1.8794 -3.4093 -0.0696
C 3.8364 2.8266 -5.5006
C 2.6587 3.1610 -4.8501
C 2.5005 2.8559 -3.5043
C 3.5105 2.2048 -2.7958
C 4.6945 1.8819 -3.4665
C 4.8589 2.1890 -4.8078
Si 3.2258 1.7263 -1.0259
C 4.7798 1.8075 0.0043
C 5.8001 0.8599 -0.1210
C 6.9507 0.9354 0.6505
C 7.0977 1.9627 1.5722
C 6.0952 2.9105 1.7181
C 4.9486 2.8312 0.9399
H 3.9638 3.0694 -6.5479
H 1.8603 3.6553 -5.3879
H 1.5705 3.1065 -3.0115
H 5.5076 1.3977 -2.9341
H 5.7836 1.9398 -5.3123
H 2.2151 2.6125 -0.4116
H 5.7042 0.0411 -0.8278
H 7.7307 0.1941 0.5348
H 7.9938 2.0234 2.1762
H 6.2072 3.7124 2.4364
H 4.1727 3.5793 1.0646
*
```

The calculation puts the total energy at -3588.64847 hartree. The value obtained for the LUMO energy is -1.940 eV. The relative energy (zero: lowest compared OMol25 entry of this formula, charge and spin) is 0.694 eV.


No. 2
Computed, not measured: C35H44AsN9O5STi as an isolated structure, with ωB97M-V/def2-TZVPD.

Geometry as ORCA input:
```
! wB97M-V def2-TZVPD RIJCOSX def2/J DEFGRID3
* xyz 1 2
Ti 0.7655 0.3464 -0.2503
C 3.1946 3.2701 -2.2586
C 1.9989 2.7388 -1.5200
O 2.1683 1.5808 -0.9630
C 0.8572 3.4959 -1.3905
C 0.0082 3.3196 -0.2659
C -0.8009 4.4908 0.2078
N 0.0487 2.1890 0.3895
N -0.2355 2.2455 1.7615
C 0.4451 1.3135 2.3383
O 1.1718 0.4387 1.6726
C 0.4524 1.2051 3.8177
C 1.2763 0.2745 4.4420
C 1.2603 0.1430 5.8240
C 0.4163 0.9343 6.5895
C -0.4021 1.8718 5.9699
C -0.3811 2.0107 4.5917
H 3.7476 2.4588 -2.7306
H 2.9128 4.0101 -3.0060
H 3.8574 3.7581 -1.5407
H 0.7934 4.4285 -1.9333
H -0.1920 5.3924 0.2554
H -1.5890 4.6721 -0.5285
H -1.2466 4.3001 1.1780
H 1.9324 -0.3355 3.8361
H 1.9101 -0.5774 6.3040
H 0.4032 0.8303 7.6666
H -1.0506 2.5017 6.5653
H -1.0035 2.7460 4.0983
S 3.6613 -6.4258 -2.5613
N 2.1387 -5.9014 -2.6128
C 2.1303 -4.7047 -2.0471
C 0.9611 -3.8635 -1.8738
C -0.3274 -4.2453 -2.2463
C -1.3636 -3.3715 -2.0095
C -1.0942 -2.1345 -1.4306
N 0.1282 -1.7485 -1.0827
C 1.1425 -2.6117 -1.2836
C 2.4610 -2.1854 -0.8102
N 2.5171 -0.9760 -0.2330
C 3.6795 -0.5525 0.2508
C 4.8440 -1.3113 0.1665
C 4.8013 -2.5445 -0.4437
C 3.5820 -3.0031 -0.9438
C 3.4060 -4.2862 -1.5961
N 4.3605 -5.1731 -1.8287
H -0.4863 -5.2145 -2.7003
H -2.3826 -3.6262 -2.2647
H -1.8857 -1.4318 -1.2237
H 3.6689 0.4261 0.7093
H 5.7624 -0.9174 0.5775
H 5.6835 -3.1633 -0.5403
C -0.1991 -0.8376 -4.6095
As 0.9024 0.2637 -3.4251
C 1.1729 1.7759 -4.6244
C 2.6154 -0.6413 -3.7592
H 0.3446 -1.0572 -5.5285
H -1.1067 -0.2884 -4.8590
H -0.4715 -1.7751 -4.1252
H 1.2227 1.4095 -5.6501
H 2.1119 2.2675 -4.3816
H 0.3500 2.4762 -4.5149
H 2.9332 -0.4525 -4.7848
H 2.5076 -1.7186 -3.6257
H 3.3752 -0.2692 -3.0713
C -0.2643 -2.0699 2.5006
N -1.4004 -1.2065 2.7537
C -1.9292 -1.2515 4.1135
C -3.4063 -0.9270 4.1065
C -3.6009 0.4051 3.4207
N -2.9449 0.4136 2.1192
C -3.3814 1.4504 1.2016
C -1.8664 -0.3478 1.8154
O -1.3499 -0.2700 0.6720
H 0.1088 -1.9077 1.4990
H 0.5365 -1.8503 3.2086
H -0.5599 -3.1167 2.6134
H -1.3741 -0.5557 4.7520
H -1.7575 -2.2588 4.4950
H -3.7901 -0.8841 5.1252
H -3.9524 -1.7075 3.5717
H -3.1944 1.2132 4.0387
H -4.6603 0.6118 3.2612
H -4.2733 1.1376 0.6512
H -2.5839 1.6988 0.5106
H -3.6193 2.3482 1.7737
N -4.5339 0.3904 -1.8984
C -4.0656 1.4083 -2.8360
C -2.5476 1.5216 -2.8102
O -1.9071 2.0405 -3.6808
O -1.9817 1.0574 -1.6877
H -4.6027 -0.5130 -2.3510
H -5.4520 0.6105 -1.5371
H -2.6983 0.6701 -1.1402
H -4.4405 2.3853 -2.5237
H -4.3734 1.2631 -3.8720
*
```

Its expectation value of S² is 0.75. The calculation puts the total energy at -5712.59906 hartree. The value obtained for the LUMO energy (spin up / spin down) is -3.042 / -3.104 eV. The relative energy (zero: lowest compared OMol25 entry of this formula, charge and spin) is 0.199 eV.


No. 3
Computed, not measured: C35H44BrN6O3Ru as an isolated structure in a non-equilibrium geometry, with ωB97M-V/def2-TZVPD.

Geometry as ORCA input:
```
! wB97M-V def2-TZVPD RIJCOSX def2/J DEFGRID3
* xyz 0 2
Ru 0.1780 0.0219 0.0743
C 1.3401 -0.8197 -1.8445
C 1.4122 -2.0791 -1.1681
C 0.1007 -2.6709 -1.2495
C -0.7054 -1.7537 -1.9713
C 0.0362 -0.6355 -2.3850
C -0.3923 0.4166 -3.3817
C 0.6435 0.4940 -4.5125
C -1.7611 0.0682 -3.9727
C -0.4899 1.7796 -2.6895
C -0.5996 -3.9277 -0.7312
C 0.2420 -5.1735 -0.4459
C -1.6622 -4.3745 -1.7566
C -1.3216 -3.5482 0.5723
C 2.7474 -2.6115 -0.6668
C 3.1462 -3.8827 -1.4250
C 3.8794 -1.6034 -0.9165
C 2.6893 -2.8170 0.8526
H 2.1906 -0.2145 -2.1133
H -1.7394 -1.9028 -2.2145
H 0.7665 -0.4802 -4.9789
H 1.6074 0.8226 -4.1335
H 0.3175 1.2030 -5.2703
H -1.7326 -0.9055 -4.4563
H -2.0463 0.8130 -4.7127
H -2.5154 0.0554 -3.1901
H 0.4789 2.0738 -2.2828
H -1.2078 1.7271 -1.8681
H -0.8219 2.5378 -3.3982
H 0.6571 -5.5753 -1.3666
H -0.4058 -5.9376 -0.0154
H 1.0322 -4.9845 0.2706
H -1.2358 -4.4196 -2.7560
H -2.5171 -3.7065 -1.7666
H -2.0283 -5.3648 -1.4942
H -0.5910 -3.3280 1.3494
H -1.9577 -4.3671 0.9075
H -1.9440 -2.6711 0.4109
H 3.1588 -3.6759 -2.4918
H 2.4658 -4.6975 -1.2410
H 4.1415 -4.1961 -1.1218
H 4.0091 -1.4187 -1.9784
H 4.8123 -2.0174 -0.5388
H 3.6885 -0.6689 -0.3980
H 1.9792 -3.5805 1.1506
H 2.3809 -1.8730 1.2958
H 3.6686 -3.0824 1.2460
O -2.0670 -0.0128 0.0680
C -3.0022 -0.0275 0.9241
C -4.2727 0.5192 0.5733
C -5.3503 0.4408 1.4109
C -5.2443 -0.2188 2.6357
C -4.0292 -0.7353 3.0245
C -2.8869 -0.6250 2.2250
C -1.6153 -1.0845 2.7261
N -0.3965 -0.8274 2.2633
C 0.4856 -1.3638 3.1486
C -0.1878 -1.9946 4.1508
N -1.5118 -1.8179 3.8716
H -4.3431 1.0078 -0.3886
H -6.2909 0.8879 1.1217
H -6.1060 -0.3234 3.2783
H -3.9676 -1.2115 3.9942
H 1.5430 -1.2335 3.0306
H 0.1410 -2.5251 5.0213
H -2.2692 -2.2010 4.4108
Br 0.3017 9.1205 -0.1584
C 0.2034 7.2592 0.2531
C 0.3013 6.8536 1.5727
C 0.2183 5.5050 1.8675
C 0.0484 4.5723 0.8525
C -0.0486 5.0018 -0.4667
C 0.0291 6.3463 -0.7740
C -0.0095 3.0877 1.1622
O -0.0346 2.7057 2.3443
O -0.0162 2.3472 0.1568
H 0.4389 7.5825 2.3572
H 0.2745 5.1626 2.8896
H -0.1929 4.2655 -1.2428
H -0.0441 6.6861 -1.7960
N 1.8575 2.7971 4.1710
C 2.9654 2.0741 4.0417
N 3.8524 2.0410 5.0652
N 3.2779 1.3714 2.9862
C 2.6045 1.0939 1.9415
N 2.2356 0.6621 0.9238
H 1.6428 3.2367 5.0475
H 1.1059 2.7581 3.4515
H 3.7504 2.6491 5.8566
H 4.7245 1.5659 4.9255
*
```

Its expectation value of S² is 0.89. The calculation puts the total energy at -4583.25359 hartree. The value obtained for the LUMO energy (spin up / spin down) is -1.048 / -0.682 eV.